A molecular structure, C70H186Cd2N10O38 at a distorted geometry, computed with ωB97M-V/def2-TZVPD.

```
! wB97M-V def2-TZVPD RIJCOSX def2/J DEFGRID3
* xyz 0 1
Cd 4.24922 -0.39470 1.81664
Cd -2.06273 1.31281 -2.95067
C 0.36706 1.00038 0.57169
C -0.36837 0.92433 -0.65092
C 0.32100 0.10953 -1.88984
O -0.29718 0.16324 -2.98012
C 1.57595 -0.49937 -1.63256
C 2.25437 -0.23419 -0.50608
C 1.58024 0.43166 0.70409
O 2.13171 0.57210 1.89365
O 3.44077 -0.74384 -0.43051
O -1.47274 1.43949 -0.89900
H -0.11027 1.46793 1.42019
H 2.02021 -1.12142 -2.39550
C 3.57266 1.51098 5.29487
C 4.66986 0.38762 5.16718
O 4.71529 -0.27900 3.93529
H 3.66155 2.24601 4.49492
H 3.78821 1.99292 6.24848
H 2.54610 1.14848 5.34858
H 4.48539 -0.31428 5.98044
H 5.63591 0.82957 5.41120
C -3.66959 0.87484 -7.15535
C -3.87912 0.71096 -5.64659
O -2.69120 0.81305 -4.90379
H -3.13413 0.00013 -7.52448
H -3.16653 1.82062 -7.35667
H -4.61920 0.95105 -7.68500
H -4.38103 -0.25150 -5.54734
H -4.56849 1.43994 -5.22061
O 5.90669 -1.26827 1.07754
H 6.27829 -0.95208 0.25403
H 6.38416 -2.07726 1.26133
O 0.63823 5.05908 -3.54839
H 0.30460 5.68975 -4.18649
H 1.22484 5.56973 -2.99039
O -3.57109 -2.75734 -3.63906
H -3.16924 -3.34323 -2.99758
H -2.84354 -2.47054 -4.19099
O -3.35566 -0.26396 -2.19525
H -3.75601 -0.50603 -1.36017
H -3.52168 -1.01336 -2.76716
O -0.40229 1.87136 -5.94180
H 0.18512 1.22200 -6.32848
H -1.21668 1.39400 -5.78325
O -0.91006 2.83098 -3.56718
H -0.45094 2.53341 -4.35261
H -0.47099 3.64698 -3.32721
O -3.57838 2.59576 -2.35286
H -4.50471 2.41376 -2.19469
H -3.49342 3.54003 -2.22108
O 4.80842 1.51991 1.39906
H 5.66587 1.92131 1.25799
H 4.22664 2.25642 1.58697
O -1.65079 -1.89512 -5.24071
H -1.91414 -0.97592 -5.19659
H -0.72235 -1.86793 -5.47201
O 3.35245 -2.27857 2.12633
H 2.84512 -2.57728 2.88106
H 3.23396 -2.96557 1.47041
O 5.45368 -2.99119 4.34060
H 5.74544 -3.21303 3.45635
H 5.53637 -2.03879 4.38874
O -2.52282 3.21675 5.26424
H -1.57307 3.33262 5.29222
H -2.75357 2.91355 6.14234
C -3.61051 1.33881 2.85435
O -4.26518 0.36140 2.04422
C -3.30433 -0.63094 1.80392
C -4.11513 -1.79499 1.27747
N -4.81471 -1.31839 0.03145
C -5.33438 -2.36654 -0.79237
C -6.62166 -2.94946 -0.17100
O -7.49573 -1.88105 0.03949
C -8.77159 -2.32508 0.43357
H -2.82364 1.97286 2.44580
H -3.35796 0.92606 3.83106
H -4.35149 2.13662 2.90479
H -2.70596 -0.94256 2.66004
H -2.63359 -0.25461 1.03154
H -4.76038 -2.18104 2.06658
H -3.46827 -2.64870 1.07531
H -5.55041 -0.71263 0.36598
H -4.61647 -3.16134 -0.99487
H -5.53251 -1.93768 -1.77467
H -6.42699 -3.45578 0.77443
H -6.90699 -3.68863 -0.91955
H -9.36905 -2.45581 -0.46868
H -9.27275 -1.57482 1.04517
H -8.90001 -3.10653 1.18253
C 0.68356 3.17392 3.90535
O 0.19824 3.66824 5.15306
C 0.66426 3.01048 6.35193
C 0.38864 3.92133 7.56656
N -1.02038 3.93935 7.93259
C -1.47227 2.72114 8.55126
C -2.97403 2.88020 8.89466
O -3.66244 2.75724 7.66349
C -5.05835 2.53864 7.75473
H -0.00301 3.45089 3.10535
H 0.66549 2.08823 4.00050
H 1.73472 3.26564 3.63193
H 1.75412 3.01981 6.33706
H 0.30360 1.98986 6.47976
H 0.67632 4.93853 7.30077
H 0.97759 3.73263 8.46413
H -1.13762 4.70979 8.57506
H -0.96614 2.49528 9.48983
H -1.29886 1.92349 7.82891
H -3.13941 3.86818 9.32436
H -3.23286 2.11057 9.62183
H -5.44951 2.19867 8.71364
H -5.45167 1.84762 7.00916
H -5.55260 3.47536 7.49710
C 2.63529 -6.14414 -3.82412
O 2.59849 -5.36023 -2.63635
C 3.85756 -5.16454 -1.89513
C 3.72445 -4.14881 -0.74040
N 2.92537 -4.46831 0.39607
C 3.52537 -5.64692 1.11140
C 2.78226 -5.89701 2.40002
O 1.38614 -6.19361 2.21951
C 0.70322 -6.93676 3.28384
H 2.96234 -5.58884 -4.70320
H 1.61390 -6.43367 -4.07116
H 3.24071 -7.03939 -3.68240
H 4.52419 -4.65050 -2.58756
H 4.29689 -6.13085 -1.64744
H 3.37379 -3.24736 -1.24292
H 4.75558 -3.96238 -0.44021
H 2.03831 -4.83318 0.07969
H 4.57188 -5.40006 1.29021
H 3.58197 -6.43470 0.36020
H 2.87129 -4.94154 2.91697
H 3.30642 -6.65480 2.98236
H 0.64427 -6.34698 4.19860
H 1.20732 -7.87930 3.49740
H -0.31001 -7.23312 3.01250
C -0.32000 -3.08211 1.60409
O -0.65743 -3.84416 0.45123
C -0.96574 -3.17396 -0.72200
C -1.01138 -4.10251 -1.96610
N -2.31409 -4.73782 -2.09964
C -2.37335 -5.83596 -3.09772
C -3.88357 -6.30716 -3.07720
O -4.10294 -7.08472 -1.88088
C -5.44120 -7.60820 -1.80818
H -0.13441 -3.77855 2.42178
H -1.13034 -2.39028 1.83388
H 0.58702 -2.49712 1.45179
H -0.20637 -2.42372 -0.94244
H -1.87270 -2.57153 -0.67103
H -0.23448 -4.85513 -2.10066
H -0.94121 -3.36587 -2.76644
H -2.58907 -5.10707 -1.20068
H -1.76913 -6.72754 -2.93010
H -1.96328 -5.48297 -4.04394
H -4.15003 -6.98524 -3.88795
H -4.64170 -5.52411 -3.06479
H -5.54253 -8.54495 -2.35620
H -6.11126 -6.77483 -2.01942
H -5.69482 -7.68436 -0.75084
C -2.73048 5.22911 2.54122
O -2.44760 5.46898 1.18968
C -1.96186 4.32617 0.49659
C -1.53619 4.87498 -0.83382
N -2.66397 5.53231 -1.43002
C -2.27825 6.34472 -2.55280
C -3.41382 7.31180 -2.95831
O -2.80599 8.17782 -3.95343
C -3.73940 9.08474 -4.52057
H -3.52091 4.49833 2.71237
H -3.02039 6.12354 3.09263
H -1.92585 4.68522 3.03604
H -2.64352 3.47911 0.57356
H -1.04215 4.03257 1.00257
H -1.08908 4.13114 -1.49328
H -0.70057 5.55541 -0.66995
H -3.01310 6.10146 -0.67221
H -2.14352 5.73603 -3.44692
H -1.40538 6.98437 -2.42227
H -3.80476 7.81114 -2.07179
H -4.32275 6.82558 -3.31262
H -4.08845 9.75843 -3.73801
H -4.59119 8.65958 -5.05141
H -3.15647 9.73088 -5.17692
C 8.28615 3.20723 1.67131
O 6.98469 3.23607 1.14097
C 6.76207 4.42928 0.39527
C 5.27573 4.48859 -0.10833
N 4.32402 4.46881 1.00444
C 2.95228 4.31718 0.54564
C 2.63028 3.26132 -0.45005
O 3.08483 3.64008 -1.75278
C 3.05559 2.56550 -2.67817
H 8.53792 3.94374 2.43438
H 9.02053 3.46579 0.90847
H 8.49920 2.16062 1.88887
H 7.37646 4.33154 -0.49975
H 7.15289 5.32460 0.87878
H 5.13838 3.64061 -0.77927
H 5.05049 5.36192 -0.72043
H 4.40201 5.39682 1.39535
H 2.73735 5.28841 0.09996
H 2.25497 4.14931 1.36641
H 1.54150 3.21678 -0.47595
H 3.12498 2.30644 -0.27237
H 3.76384 1.79584 -2.37142
H 3.37078 2.98337 -3.63428
H 2.03636 2.20816 -2.82510
C -0.58138 -4.93535 11.63982
O 0.34941 -4.32982 10.74361
C 1.35053 -5.11544 10.06838
C 2.21853 -4.29271 9.05381
N 1.57263 -4.08116 7.78694
C 2.28385 -3.12397 6.93743
C 1.59467 -2.65309 5.65927
O 0.38901 -1.98969 5.99423
C 0.06901 -0.91615 5.14344
H -1.37869 -5.57924 11.26860
H -1.23028 -4.21323 12.13538
H -0.11969 -5.46233 12.47483
H 0.89922 -5.98458 9.58983
H 1.92189 -5.58925 10.86659
H 3.19122 -4.74169 8.85281
H 2.31270 -3.29275 9.47727
H 0.65735 -3.67348 7.91403
H 3.20067 -3.65953 6.69104
H 2.51419 -2.28494 7.59400
H 1.31540 -3.53187 5.07802
H 2.27224 -2.07042 5.03518
H 0.65570 0.00152 5.18553
H -0.94145 -0.54211 5.30823
H -0.06206 -1.25707 4.11645
C 11.28974 0.47326 0.44217
O 10.11480 0.94116 -0.05870
C 8.96722 0.10771 0.02818
C 8.02900 0.48125 -1.10595
N 7.01220 -0.56357 -1.32744
C 6.02075 -0.07891 -2.35160
C 5.41108 -1.14839 -3.23463
O 6.44404 -1.81951 -4.01464
C 5.88861 -2.75709 -4.96710
H 12.04912 1.23845 0.28116
H 11.60325 -0.42455 -0.09051
H 11.19564 0.25236 1.50539
H 8.54422 0.18269 1.02996
H 9.25861 -0.93540 -0.09470
H 8.61091 0.46842 -2.02753
H 7.50418 1.39764 -0.83597
H 7.49112 -1.31994 -1.79503
H 6.60798 0.59621 -2.97408
H 5.27071 0.50023 -1.81296
H 4.72518 -0.53991 -3.82403
H 4.80168 -1.90803 -2.74505
H 5.14689 -3.44797 -4.56632
H 6.68868 -3.44521 -5.24003
H 5.50215 -2.21840 -5.83229
C 1.38073 -2.81822 -4.45936
O 1.29625 -1.94505 -5.64338
C 2.05154 -0.78569 -5.47587
C 2.31941 -0.11268 -6.83111
N 1.00599 0.02133 -7.42626
C 1.00778 0.42787 -8.84868
C -0.33617 0.01921 -9.53884
O -0.56354 -1.36104 -9.32329
C 0.21459 -2.23410 -10.23822
H 0.90232 -3.75468 -4.74616
H 0.72702 -2.40323 -3.69219
H 2.35840 -2.96495 -4.00031
H 3.02685 -1.04225 -5.06231
H 1.62880 -0.12561 -4.71846
H 2.86845 -0.86313 -7.39987
H 2.85665 0.82159 -6.66797
H 0.54348 -0.87624 -7.40301
H 1.87653 -0.10230 -9.23891
H 1.12500 1.50291 -8.98522
H -0.32072 0.17804 -10.61710
H -1.06055 0.61815 -8.98691
H 0.93005 -2.83330 -9.67503
H 0.75716 -1.78580 -11.07052
H -0.53498 -2.93795 -10.59994
C -8.08709 1.92725 -4.97655
O -8.63686 1.84091 -3.62610
C -8.02719 0.80850 -2.80717
C -6.49243 1.01162 -2.62711
N -6.20708 2.35662 -2.00799
C -6.10279 2.21758 -0.51006
C -6.00835 3.57493 0.19184
O -7.16370 4.27002 0.15310
C -7.14463 5.63632 0.57446
H -8.63723 2.74369 -5.44438
H -8.24559 1.01128 -5.54573
H -7.01843 2.14170 -4.98462
H -8.26334 -0.10622 -3.35088
H -8.52879 0.67853 -1.84821
H -5.91524 0.85857 -3.53898
H -6.12060 0.24587 -1.94632
H -7.01978 2.92408 -2.20190
H -5.23627 1.60810 -0.25361
H -6.93132 1.66831 -0.06292
H -5.13780 4.08687 -0.21822
H -5.73652 3.37019 1.22735
H -6.53780 6.16814 -0.15836
H -6.67904 5.59876 1.55930
H -8.10744 6.12178 0.73388
*
```

Calculated values
- LUMO level (eV) = 0.07
- HOMO level (eV) = -7.233
- HOMO-LUMO gap (Eh) = 0.2685

Atomic partial charges in e from the Löwdin method, atoms 1 to 99: number 1, Cd, carries 1.34; number 2, Cd, carries 1.33; number 3, C, carries -0.02; number 4, C, carries -0.28; number 5, C, carries -0.29; number 6, O, carries -0.08; number 7, C, carries -0.03; number 8, C, carries -0.36; number 9, C, carries -0.35; number 10, O, carries -0.14; number 11, O, carries -0.12; number 12, O, carries -0.09; number 13, H, carries 0.11; number 14, H, carries 0.10; number 15, C, carries -0.09; number 16, C, carries -0.42; number 17, O, carries -0.44; number 18, H, carries 0.06; number 19, H, carries 0.06; number 20, H, carries 0.03; number 21, H, carries 0.08; number 22, H, carries 0.08; number 23, C, carries -0.09; number 24, C, carries -0.41; number 25, O, carries -0.42; number 26, H, carries 0.06; number 27, H, carries 0.07; number 28, H, carries 0.06; number 29, H, carries 0.09; number 30, H, carries 0.08; number 31, O, carries -0.12; number 32, H, carries -0.01; number 33, H, carries 0.07; number 34, O, carries -0.03; number 35, H, carries 0.06; number 36, H, carries 0.06; number 37, O, carries -0.06; number 38, H, carries -0.02; number 39, H, carries -0.03; number 40, O, carries -0.10; number 41, H, carries 0.00; number 42, H, carries 0.01; number 43, O, carries -0.07; number 44, H, carries -0.01; number 45, H, carries -0.02; number 46, O, carries -0.13; number 47, H, carries 0.00; number 48, H, carries 0.00; number 49, O, carries -0.11; number 50, H, carries -0.02; number 51, H, carries 0.03; number 52, O, carries -0.11; number 53, H, carries 0.03; number 54, H, carries 0.03; number 55, O, carries -0.04; number 56, H, carries 0.00; number 57, H, carries 0.02; number 58, O, carries -0.11; number 59, H, carries 0.04; number 60, H, carries 0.00; number 61, O, carries -0.07; number 62, H, carries 0.00; number 63, H, carries -0.02; number 64, O, carries -0.05; number 65, H, carries -0.02; number 66, H, carries -0.02; number 67, C, carries -0.10; number 68, O, carries -0.17; number 69, C, carries -0.25; number 70, C, carries -0.15; number 71, N, carries -0.05; number 72, C, carries -0.20; number 73, C, carries -0.22; number 74, O, carries -0.18; number 75, C, carries -0.12; number 76, H, carries 0.07; number 77, H, carries 0.09; number 78, H, carries 0.07; number 79, H, carries 0.11; number 80, H, carries 0.11; number 81, H, carries 0.12; number 82, H, carries 0.11; number 83, H, carries 0.09; number 84, H, carries 0.11; number 85, H, carries 0.11; number 86, H, carries 0.12; number 87, H, carries 0.12; number 88, H, carries 0.09; number 89, H, carries 0.08; number 90, H, carries 0.09; number 91, C, carries -0.08; number 92, O, carries -0.21; number 93, C, carries -0.18; number 94, C, carries -0.18; number 95, N, carries -0.07; number 96, C, carries -0.20; number 97, C, carries -0.19; number 98, O, carries -0.22; number 99, C, carries -0.09